# 1
The following is a DFT calculation (ωB97M-V/def2-TZVPD) of a molecular structure, C39H37Ge2MoN4O4.

Summary:
Charge   +2
E   -6250.00386 hartree
⟨S²⟩   3.79
HOMO (spin up / spin down)   -13.51 / -13.72 eV
Multiplicity   4
ΔE to the lowest compared entry with this formula, charge and spin   57.8 kcal/mol

The geometry in XYZ format:
```
87
Properties=species:S:1:pos:R:3:mulliken_charge:R:1
Mo 0.17798 -0.27666 0.28810 -0.70
O -3.37072 -2.38407 0.10408 -0.64
C -2.23557 -2.03277 0.25954 -0.01
O -1.77478 -0.80888 0.07447 -0.12
C -1.14470 -2.97556 0.70980 0.10
C -1.28988 -4.29645 1.10324 -0.67
C -0.15203 -4.98690 1.51576 -0.92
C 1.08517 -4.34914 1.55887 -1.04
C 1.13562 -3.02016 1.17679 -0.25
N 0.04679 -2.39311 0.74438 2.44
C 2.30283 -2.08354 1.29425 0.46
O 3.42001 -2.44108 1.53691 -0.61
O 1.93878 -0.82861 1.07795 -0.79
H -2.27252 -4.74763 1.08238 0.62
H -0.23488 -6.01944 1.82722 0.55
H 1.98150 -4.84362 1.90605 0.61
C 0.57338 -1.46738 3.88191 -1.73
C -0.69753 -0.76252 3.52773 1.28
C -1.81059 -0.91644 4.35922 -0.74
C -2.96610 -0.21129 4.11003 -0.91
C -2.97469 0.70412 3.06248 -0.82
C -1.84628 0.81233 2.27916 0.96
N -0.74205 0.04198 2.45824 0.40
C -1.71339 1.84464 1.23640 0.23
C -2.49492 2.98861 1.16923 -0.81
C -2.17649 3.95876 0.23078 -1.30
C -1.05376 3.81089 -0.56925 -0.63
C -0.30171 2.65158 -0.44567 -0.11
N -0.67830 1.68355 0.39792 0.58
C 0.96494 2.37816 -1.13401 1.14
C 1.56020 3.32896 -1.93379 -0.80
C 2.81843 3.07084 -2.45727 -1.12
C 3.41231 1.86923 -2.15701 -0.95
C 2.75570 0.91282 -1.37631 0.96
C 3.45955 -0.39157 -1.18043 -1.02
N 1.53505 1.16850 -0.85573 0.76
H 0.75856 -1.33295 4.94788 0.68
H 1.41923 -1.05326 3.34452 0.20
H 0.49900 -2.54248 3.71059 0.25
H -1.73856 -1.58687 5.20437 0.54
H -3.83867 -0.33788 4.73581 0.49
H -3.84894 1.30525 2.86480 0.46
H -3.31265 3.13612 1.85768 0.45
H -2.78007 4.85259 0.15250 0.50
H -0.77285 4.59093 -1.25893 0.54
H 1.06832 4.26787 -2.13377 0.44
H 3.31836 3.79981 -3.07986 0.49
H 4.38910 1.62132 -2.54550 0.53
H 4.24942 -0.47976 -1.92236 0.60
H 2.78055 -1.23523 -1.29910 -0.19
H 3.89929 -0.45217 -0.18621 0.50
C 1.74441 -4.19626 -2.07367 -0.96
Ge 0.16723 -3.51909 -3.02085 0.72
C 0.38143 -3.44401 -4.96082 -1.15
C -1.54253 -4.33026 -2.53613 -0.83
Ge -0.06156 -0.93900 -2.44198 0.18
C -1.83804 -0.33737 -3.01317 0.28
C -2.50925 -1.00043 -4.03527 -0.42
C -3.73894 -0.55036 -4.49570 -0.88
C -4.31536 0.58280 -3.94638 -0.77
C -3.65472 1.26416 -2.93342 -0.74
C -2.43265 0.80344 -2.47339 0.20
C 1.14770 -0.20074 -3.78565 0.86
C 0.75695 0.91696 -4.53161 -0.39
C 1.58360 1.44143 -5.51465 -0.83
C 2.80473 0.84275 -5.78707 -0.69
C 3.19629 -0.28939 -5.08026 -0.97
C 2.37705 -0.79638 -4.08720 -0.16
H 1.51817 -5.17472 -1.64690 0.47
H 2.06617 -3.54551 -1.26396 0.09
H 2.57692 -4.31178 -2.76719 0.49
H 0.52463 -4.48329 -5.27216 0.53
H 1.24654 -2.86538 -5.27403 0.37
H -0.50722 -3.06363 -5.45936 0.36
H -1.39257 -5.41292 -2.57520 0.47
H -2.31731 -4.06398 -3.25184 0.38
H -1.89417 -4.07519 -1.54288 0.15
H -2.08310 -1.88153 -4.50425 -0.01
H -4.24283 -1.08583 -5.28904 0.45
H -5.27310 0.93371 -4.30559 0.41
H -4.09794 2.15100 -2.49875 0.47
H -1.95179 1.34576 -1.67028 0.64
H -0.21472 1.36902 -4.36466 0.47
H 1.26284 2.30247 -6.08663 0.48
H 3.44394 1.24207 -6.56337 0.44
H 4.13242 -0.77903 -5.31606 0.51
H 2.69469 -1.69221 -3.56164 0.51
```

---

# 2
The following is a DFT calculation (ωB97M-V/def2-TZVPD) of a molecular structure, C30H44AlBrF5N3O8PS at a distorted geometry.

Summary:
Charge   -1
E   -5990.93896 hartree
HOMO   -6.25 eV
Multiplicity   1

The geometry in XYZ format:
```
94
Properties=species:S:1:pos:R:3:mulliken_charge:R:1
C 1.35004 -1.38825 5.40410 -1.05
P 0.48487 -0.24337 4.18537 0.19
C 1.43702 1.32664 3.78802 -0.86
C -0.21035 -1.14662 2.67342 1.47
C -1.29852 -2.19549 3.31890 -0.64
C -0.89613 -3.73327 3.01331 0.24
O -0.20006 -4.30759 3.89611 -0.55
Br -1.49297 -4.68670 1.37754 -0.16
O 0.73114 -2.06996 2.02432 -0.35
C 1.94897 -1.43200 1.59634 1.06
C 2.09817 -1.81931 0.00862 -1.08
C 2.51748 -0.47587 -0.77886 1.23
C 2.87619 -0.69922 -2.32149 -1.03
N 3.48693 0.54084 -2.92694 -0.23
C 2.43013 1.46526 -3.43656 -0.68
C 2.35686 2.69494 -2.38024 0.60
C 3.65696 3.31609 -1.76338 -0.55
C 3.51167 4.46416 -0.71874 -0.46
C 2.12944 5.00919 -0.27082 -0.60
C 0.87174 4.38892 -0.94686 -0.29
C 0.94945 3.24466 -1.99150 0.43
O -0.19664 2.65913 -2.62466 -0.58
C 3.20942 -2.10231 2.32696 -0.61
C 4.63901 -1.75312 1.69575 -0.51
C 5.13014 -0.24659 1.93756 0.42
O 6.36450 -0.09177 2.19847 -0.62
O 4.29728 0.90122 1.93034 -0.35
C -0.93868 -0.15468 1.59510 -1.92
C -1.80945 -0.95843 0.49595 0.14
C -2.20515 0.06144 -0.68591 -0.12
C -3.78039 0.30456 -0.85951 -1.02
N -4.62764 -0.89704 -0.61546 -0.06
C -5.29111 -1.40780 -1.84555 -1.18
C -4.43391 -2.59081 -2.54652 0.62
C -4.15484 -3.94170 -1.81625 -0.26
C -3.35123 -5.00584 -2.61240 -0.54
C -2.86109 -4.72310 -4.07073 -0.36
C -3.12775 -3.36835 -4.80544 -0.47
C -3.92841 -2.29781 -3.99348 0.19
O -4.19933 -1.04125 -4.62246 -0.55
N -1.59627 1.03999 2.17276 0.31
S -2.98015 0.79977 3.10289 1.06
O -2.73117 0.37497 4.53799 -0.58
O -4.03833 -0.06986 2.50435 -0.50
F -3.69011 2.33890 3.25115 -0.31
H 0.62158 -1.76459 6.21742 0.30
H 2.17672 -0.82157 5.95452 0.37
H 1.77502 -2.34386 4.91145 0.30
H 1.43694 1.57756 2.65890 0.18
H 1.06581 2.25534 4.33737 0.36
H 2.54006 1.16731 4.08892 0.16
H -2.36699 -1.98514 2.99042 0.43
H -1.30025 -2.11874 4.47243 0.39
H 1.94978 -0.29233 1.61129 -0.31
H 1.06679 -2.19997 -0.35255 0.35
H 2.82269 -2.69182 -0.14415 0.48
H 1.64793 0.26923 -0.68390 -0.49
H 3.47801 -0.09832 -0.26937 -0.26
H 3.69883 -1.50814 -2.39677 0.34
H 1.99565 -1.08251 -2.95123 0.25
H 4.16423 0.28349 -3.65664 0.26
H 1.41489 0.92486 -3.47497 0.17
H 2.64214 1.86614 -4.49930 0.40
H 4.69439 2.94213 -2.06765 0.30
H 4.46308 4.92027 -0.26156 0.27
H 2.02648 5.83363 0.52487 0.37
H -0.14780 4.79289 -0.63472 0.35
H -0.71204 2.13771 -1.97270 0.30
H 3.25034 -1.74349 3.42826 0.08
H 3.01947 -3.24125 2.40400 0.20
H 4.76033 -2.00238 0.58985 0.25
H 5.40709 -2.41615 2.25006 0.38
H 4.64328 1.44694 2.68531 0.32
H -0.05450 0.27024 0.97268 -0.07
H -2.68324 -1.54456 0.92397 0.48
H -1.07136 -1.71569 0.02634 0.08
H -1.67863 -0.24011 -1.66912 0.42
H -1.74739 1.09225 -0.41430 -0.13
H -3.94347 0.68678 -1.93954 0.29
H -4.17007 1.13557 -0.16656 0.31
H -5.34595 -0.71433 0.10464 0.25
H -6.27118 -1.91313 -1.50177 0.43
H -5.59138 -0.58698 -2.57903 0.36
H -4.52107 -4.12073 -0.75614 0.37
H -3.11186 -6.03338 -2.17465 0.33
H -2.28203 -5.51466 -4.65124 0.30
H -2.77858 -3.14154 -5.87025 0.36
H -3.42960 -0.46308 -4.40497 0.32
H -0.96018 1.77483 2.50372 0.49
F -0.60575 9.07393 -2.63305 -0.46
Al -1.00586 7.36813 -2.91424 0.82
F -2.50916 7.25897 -3.85079 -0.46
F -1.22140 6.54601 -1.35229 -0.45
F 0.31053 6.59164 -3.81453 -0.45
```